--- i ---
Here is a molecular structure, C3H8O2S from the OMol25 dataset. Energies are from wB97M-V/def2-TZVPD.

Structure (ORCA input):
```
! RIJCOSX wB97M-V def2-TZVPD def2/J DEFGRID3
* xyz -2 1
C -0.298 0.056 -0.391
O -0.663 -0.734 -1.441
C 0.145 -0.520 1.020
C 0.653 0.588 2.002
S 1.326 0.054 3.669
H 0.671 0.580 -0.638
H -1.100 0.773 -0.185
H 1.081 -1.107 0.680
H -0.603 -1.220 1.333
H -0.117 1.347 2.202
H 1.625 1.111 1.616
H -1.041 -0.187 -2.508
H -0.450 -0.594 -3.788
O -1.230 -0.149 -3.570
*
```

As for the HOMO energy: 0.44 eV.

Which charges does natural (NBO) predict for the atoms? In e, they are: -0.014 -0.906 -0.438 -0.516 -0.803 0.081 0.089 0.169 0.181 0.167 0.181 0.479 0.426 -1.097

=====

--- ii ---
Here is 2 unconnected molecules or ions with the total composition C3H8O2S from the OMol25 dataset. Energies are from wB97M-V/def2-TZVPD.

Structure (ORCA input):
```
! RIJCOSX wB97M-V def2-TZVPD def2/J DEFGRID3
* xyz -2 1
C -0.099 -0.370 0.534
O 0.551 -1.595 0.371
C 0.689 0.756 -0.181
C -0.008 2.106 -0.370
S 1.055 3.496 -0.800
H -1.154 -0.343 0.217
H -0.218 -0.065 1.598
H 0.932 0.577 -1.219
H 1.518 0.981 0.550
H -0.616 2.295 0.517
H -0.661 1.936 -1.258
H -0.165 -2.359 0.355
H -0.638 -3.905 -0.503
O -1.185 -3.512 0.190
*
```

As for the HOMO energy: 0.19 eV.

Which charges does natural (NBO) predict for the atoms? In e, they are: -0.039 -0.813 -0.428 -0.521 -0.762 0.135 0.103 0.196 0.180 0.157 0.160 0.517 0.398 -1.282

=====

--- iii ---
Here is 2 unconnected molecules or ions with the total composition C3H8O2S from the OMol25 dataset. Energies are from wB97M-V/def2-TZVPD.

Structure (ORCA input):
```
! RIJCOSX wB97M-V def2-TZVPD def2/J DEFGRID3
* xyz -2 1
C -0.545 -0.259 1.023
O -1.374 -1.405 0.914
C -0.527 0.657 -0.429
C 0.720 1.663 -0.395
S 1.363 2.911 -1.800
H 0.594 -0.502 1.207
H -0.970 0.538 1.863
H -0.463 -0.001 -1.352
H -1.298 1.378 -0.563
H 0.582 2.443 0.381
H 1.610 1.098 -0.033
H -0.385 -2.374 0.222
H 0.397 -2.971 -1.004
O 0.297 -3.176 -0.034
*
```

As for the HOMO energy: 0.45 eV.

Which charges does natural (NBO) predict for the atoms? In e, they are: -0.021 -0.952 -0.454 -0.480 -0.844 0.115 0.082 0.174 0.175 0.166 0.158 0.510 0.430 -1.059

=====

Ordering by calculated energy gives the sequence ii, i, iii, with the first entry being the most stable.

=====

--- i ---
Here is C2H2N2OS in the gas phase from the OMol25 dataset. Energies are from wB97M-V/def2-TZVPD.

Structure (ORCA input):
```
! RIJCOSX wB97M-V def2-TZVPD def2/J DEFGRID3
* xyz 0 1
C -0.362 -1.227 0.009
C -0.602 0.298 0.121
N 0.713 -1.797 0.128
N 0.551 0.991 0.124
O -1.607 0.952 0.076
S 2.107 0.433 0.052
H -1.393 -1.565 -0.234
H 0.594 1.914 -0.277
*
```

As for the HOMO energy (spin up / spin down): -8.72 / -8.68 eV.

Which charges does natural (NBO) predict for the atoms? In e, they are: -0.115 0.606 -0.186 -0.764 -0.532 0.295 0.262 0.435

=====

--- ii ---
Here is 2 unconnected molecules or ions with the total composition C2H2N2OS from the OMol25 dataset. Energies are from wB97M-V/def2-TZVPD.

Structure (ORCA input):
```
! RIJCOSX wB97M-V def2-TZVPD def2/J DEFGRID3
* xyz 0 1
N -1.498 0.599 0.971
N -1.359 1.539 0.364
O -1.207 2.543 -0.174
C 0.872 -0.469 -0.639
C 0.802 -1.302 0.330
S 0.557 -2.418 1.483
H -0.017 -0.303 -1.331
H 1.850 -0.190 -1.004
*
```

As for the HOMO energy: -8.88 eV. As for the SMILES: N#[N+][O-].C=C=S.

Which charges does natural (NBO) predict for the atoms? In e, they are: -0.100 0.430 -0.327 -0.645 0.011 0.103 0.266 0.263

=====

Ordering by calculated energy gives the sequence ii, i, with the first entry being the most stable.